DFT (ωB97M-V/def2-TZVPD) results for a cluster of 3 separate species, C3H8N4O in total at a distorted geometry.

Properties
Gap between HOMO and LUMO in eV: 8.856

Element x y z (Å)
C  -0.582  0.523  -0.637
C  0.039  -0.483  1.439
C  0.401  -0.663  2.760
H  1.952  0.272  -0.045
H  2.052  -1.481  -1.245
H  -2.464  -0.278  -1.691
H  -0.397  0.899  -2.755
H  -0.921  1.395  0.923
H  -0.259  -1.537  0.922
H  0.846  -1.727  2.984
H  1.024  0.422  3.555
N  1.799  -0.033  -1.168
N  0.373  0.141  -1.445
N  -1.884  0.809  -1.493
N  -0.483  0.645  0.758
O  -1.496  1.098  -2.862

Atoms 1-6, force components in eV/Å:
1.63 -1.83 -3.51
-1.88 -2.32 2.00
3.60 1.95 -0.09
-0.35 -1.52 -3.47
-1.12 5.22 0.60
2.41 3.85 1.40

DFT (ωB97M-V/def2-TZVPD) results for the molecule C4H7N3O at a distorted geometry.

Properties
Gap between HOMO and LUMO in eV: 9.702
Structure (SMILES): CN/N=C(/C#N)OC

Element x y z (Å)
C  -0.903  -0.705  2.695
N  -0.747  -0.768  1.284
N  -0.485  0.459  0.636
C  0.013  0.747  -0.441
C  -0.346  1.927  -1.213
N  -0.636  3.017  -1.617
O  0.518  -0.398  -1.057
C  1.295  -0.310  -2.339
H  -1.049  -1.738  2.984
H  -1.898  -0.312  2.604
H  -0.224  -0.051  3.384
H  0.053  -1.196  0.980
H  2.055  0.587  -2.332
H  0.701  0.183  -3.185
H  1.652  -1.441  -2.384

Atoms 1-6, force components in eV/Å:
-0.86 1.38 0.92
2.31 2.41 -3.26
-4.06 2.66 4.69
0.29 -3.52 -2.29
-0.52 4.95 -0.60
1.23 -4.94 1.37

DFT (ωB97M-V/def2-TZVPD) results for the molecule C13H11BrN2O.

Properties
Gap between HOMO and LUMO in eV: 9.309
Structure (SMILES): Cc1ccccc1C(=O)Nc1ccc(Br)cn1

Element x y z (Å)
C  -2.603  3.143  -2.124
C  -1.129  2.885  -2.139
C  -0.427  2.803  -3.334
C  0.935  2.558  -3.352
C  1.625  2.389  -2.163
C  0.944  2.455  -0.962
C  -0.428  2.692  -0.945
C  -1.100  2.833  0.377
O  -1.667  3.841  0.735
N  -0.982  1.775  1.250
C  -0.531  0.482  1.077
C  -0.493  -0.182  -0.154
C  -0.032  -1.483  -0.181
C  0.359  -2.079  1.011
Br  1.006  -3.864  1.029
C  0.251  -1.359  2.191
N  -0.184  -0.117  2.214
H  -2.829  3.980  -1.466
H  -3.141  2.273  -1.746
H  -2.966  3.368  -3.124
H  -0.957  2.939  -4.266
H  1.459  2.503  -4.294
H  2.689  2.208  -2.171
H  1.474  2.332  -0.029
H  -1.225  1.993  2.211
H  -0.826  0.296  -1.060
H  0.014  -2.031  -1.110
H  0.519  -1.790  3.145

Atoms 1-6, force components in eV/Å:
-0.07 0.12 0.02
0.07 -0.06 0.18
-0.01 -0.02 0.03
0.05 -0.03 0.00
0.08 -0.01 0.01
-0.14 0.08 -0.01

DFT (ωB97M-V/def2-TZVPD) results for a cluster of 2 separate species, C4H8O3 in total at a distorted geometry.

Properties
Gap between HOMO and LUMO in eV: 10.653
Structure (SMILES): CCC=O.O=CO

Element x y z (Å)
C  -0.608  -2.495  0.730
C  -0.499  -0.837  0.082
C  -0.318  0.151  1.167
O  0.157  1.279  1.189
H  0.408  -2.699  0.981
H  -0.981  -3.245  -0.004
H  -1.275  -2.605  1.612
H  -1.463  -1.316  0.038
H  0.132  -0.761  -0.810
H  -0.671  -0.270  2.117
O  0.823  1.101  -1.882
C  1.043  2.288  -1.797
O  0.940  3.023  -0.704
H  1.367  2.901  -2.650
H  0.655  2.421  0.031

Atoms 1-6, force components in eV/Å:
1.10 0.48 0.08
0.42 -2.25 0.97
-0.20 -0.39 0.25
-0.28 -0.98 -0.45
0.52 -0.74 0.42
0.41 1.00 0.07

DFT (ωB97M-V/def2-TZVPD) results for the molecule C4H8N2O.

Properties
Gap between HOMO and LUMO in eV: 10.650
Structure (SMILES): [H]/N=C1\OCC[C@@H]1N

Element x y z (Å)
H  -0.296  -0.953  2.845
N  0.266  -1.155  2.019
C  0.045  -0.295  1.121
O  -0.773  0.772  1.249
C  -1.022  1.383  -0.024
C  0.051  0.853  -0.990
C  0.670  -0.348  -0.260
N  0.324  -1.625  -0.871
H  -2.035  1.113  -0.341
H  -0.970  2.466  0.115
H  -0.387  0.534  -1.939
H  0.804  1.620  -1.191
H  1.755  -0.209  -0.137
H  0.952  -1.814  -1.647
H  0.482  -2.350  -0.176

Atoms 1-6, force components in eV/Å:
0.06 -0.05 0.01
-0.13 0.27 -0.19
0.15 -0.26 0.13
0.00 -0.01 0.07
-0.05 0.12 -0.25
0.03 0.05 -0.04

DFT (ωB97M-V/def2-TZVPD) results for the molecule C8H13N3O at a distorted geometry.

Properties
Gap between HOMO and LUMO in eV: 8.238

Element x y z (Å)
C  1.187  0.745  1.207
C  -0.344  -3.156  1.817
C  0.810  -2.683  1.415
C  0.297  -0.828  -0.113
C  -0.523  -1.569  -1.044
C  0.853  2.606  -1.271
C  -1.427  1.957  -0.292
C  -0.217  1.450  -0.947
N  1.374  -0.426  1.757
N  0.920  -1.386  0.970
N  0.504  0.472  -0.075
O  1.543  1.832  1.517
H  -0.639  -4.154  2.161
H  -1.176  -2.512  1.934
H  1.898  -3.146  1.593
H  -0.234  -2.649  -1.238
H  -0.492  -1.006  -1.973
H  -1.609  -1.642  -0.834
H  1.582  2.352  -2.083
H  0.135  3.463  -1.664
H  1.426  3.020  -0.555
H  -2.313  1.172  -0.365
H  -1.684  2.942  -0.834
H  -1.322  2.130  0.772
H  -0.549  1.016  -1.855

Atoms 1-6, force components in eV/Å:
-0.31 -1.11 -1.77
-0.73 -1.30 0.57
3.34 -2.10 1.25
0.81 -1.84 2.07
-1.06 -1.57 -1.91
-4.04 -0.12 -4.42